This record from the Open Molecules 2025 dataset describes a structure of composition C34H48N2O2Pt at a distorted geometry. The level of theory is ωB97M-V/def2-TZVPD.

Each line ends with the Mulliken spin population.
Element x y z (Å)
C (-3.972, 1.000, -0.515)  0.001
H (3.230, -4.800, -2.710)  0.001
H (2.859, -0.405, 4.257)  -0.005
C (0.255, 1.909, 0.730)  0.208
H (-4.388, 1.082, -2.629)  0.000
H (0.491, -0.578, 5.177)  -0.001
H (1.850, 5.466, -0.565)  0.001
C (2.947, 0.535, 4.804)  0.030
H (0.835, -0.586, 3.037)  0.001
C (0.311, 0.574, 1.337)  0.090
H (-0.257, -2.531, -3.831)  -0.003
H (-3.365, -1.478, 2.988)  0.000
H (1.651, -5.612, -2.839)  0.001
C (-0.704, 4.868, 0.434)  0.011
C (2.258, -4.781, -3.206)  -0.002
H (2.427, -4.934, -4.272)  0.000
H (2.526, 3.241, 5.153)  0.000
H (1.327, 3.641, 3.447)  -0.007
H (2.645, -5.041, 3.886)  -0.001
H (0.651, -6.329, 2.972)  0.000
C (2.794, -5.926, 1.355)  0.012
H (1.369, 3.818, -1.000)  -0.002
H (-1.419, 4.919, 1.259)  -0.003
H (2.347, -6.486, 0.532)  -0.001
H (-2.194, -1.841, 1.706)  -0.001
C (1.841, -4.854, 1.891)  0.021
H (0.722, -2.394, 2.286)  -0.024
N (-0.099, -0.474, 0.548)  0.261
C (1.603, 1.280, 4.837)  0.038
C (0.559, 0.431, 5.583)  0.020
H (1.096, 6.468, 1.536)  0.000
C (0.509, -1.683, 0.293)  0.075
C (-5.083, 1.046, 0.294)  0.004
C (1.542, -3.443, -3.001)  0.006
H (3.024, -6.638, 2.148)  0.001
N (-3.003, 0.253, 0.111)  0.013
H (-0.180, -4.786, 2.703)  -0.002
C (-2.695, -1.037, 2.252)  -0.001
H (3.731, -5.483, 1.013)  -0.003
O (-0.053, 2.006, -0.484)  0.351
C (0.640, 3.035, 1.550)  0.108
H (-0.637, 5.855, -0.027)  0.001
H (-0.502, -4.169, -3.209)  -0.001
C (1.318, -3.144, -1.519)  0.057
H (0.022, -5.924, 1.365)  0.001
C (0.498, -5.516, 2.258)  0.020
H (2.576, -2.517, -4.669)  0.000
H (2.111, 5.303, 2.383)  0.002
H (-3.862, 2.621, -1.937)  -0.001
H (-6.012, 1.548, 0.072)  0.000
H (-0.427, 0.894, 5.515)  0.000
H (1.933, -1.360, -3.494)  -0.001
C (1.104, 5.482, 2.002)  -0.001
C (-3.482, -0.173, 1.318)  -0.001
Pt (-1.350, -0.116, -0.907)  0.072
O (0.178, -1.071, -1.942)  0.250
H (2.675, 4.080, 0.167)  -0.002
H (-5.417, 0.120, 2.302)  0.000
C (-3.723, 1.540, -1.895)  0.002
C (0.193, -3.515, -3.740)  0.007
C (2.414, -2.330, -3.605)  0.006
C (1.736, -4.003, -0.526)  0.041
H (-2.683, 1.338, -2.210)  -0.002
H (-1.070, 4.163, -0.304)  -0.001
H (-1.927, -0.466, 2.785)  -0.001
C (1.057, 2.793, 2.837)  0.035
H (3.709, 1.141, 4.309)  0.000
H (2.231, -4.914, -0.821)  -0.001
H (0.404, 5.505, 2.841)  0.001
C (1.710, 4.452, -0.184)  0.015
H (3.429, -3.780, 2.923)  0.001
C (-4.768, 0.302, 1.459)  0.013
C (1.780, 2.589, 5.610)  0.010
C (1.531, -3.782, 0.852)  0.087
C (1.140, 1.508, 3.404)  0.077
H (1.826, -3.508, 3.621)  -0.002
H (2.117, 2.368, 6.624)  0.000
H (0.343, -3.919, -4.744)  0.001
H (0.827, 0.350, 6.638)  0.000
H (0.835, 3.132, 5.681)  -0.001
H (3.387, -2.295, -3.109)  -0.002
C (0.926, -2.600, 1.247)  -0.086
C (0.680, 4.445, 0.961)  0.021
C (2.471, -4.251, 3.153)  0.010
C (0.648, -1.952, -1.117)  0.223
H (3.283, 0.315, 5.819)  0.001
C (0.781, 0.412, 2.628)  -0.054

Calculated values
<S²> = 2.05
HOMO-LUMO gap (spin up / spin down) = 6.57 / 4.46 eV
LUMO level (spin up / spin down) = -0.39 / -2.49 eV
Net charge = 0
E_HOMO (spin up / spin down) = -7.0 / -7.0 eV
Multiplicity = 3



This record from the Open Molecules 2025 dataset describes a structure of composition C34H49AsF6MoN4O2SSbSi3 at a distorted geometry. The level of theory is ωB97M-V/def2-TZVPD.

Each line ends with the Mulliken spin population.
Element x y z (Å)
H (-0.055, -5.314, -0.943)  -0.001
H (3.424, -0.449, -3.067)  0.000
H (-2.674, 1.394, -1.238)  -0.001
C (3.837, -3.893, 5.917)  0.000
H (-5.361, -0.655, 1.379)  0.000
C (-0.743, 1.609, 2.786)  0.016
F (1.687, 3.153, -1.446)  0.000
C (2.369, -2.183, 4.814)  -0.003
C (-4.361, -0.469, 1.017)  0.006
C (-2.859, 0.674, -0.451)  0.027
C (1.233, -2.806, -1.920)  0.019
H (0.891, 4.182, 0.997)  -0.001
C (2.729, -3.520, 4.995)  -0.004
H (0.925, -0.826, 3.986)  0.006
N (-1.814, 0.021, 0.064)  0.005
C (3.611, 1.291, -0.567)  0.099
N (0.361, -1.841, -1.533)  -0.087
H (3.073, -3.183, -4.801)  0.000
C (-0.764, -1.670, -2.253)  0.034
H (-1.375, 1.837, 1.929)  0.000
H (4.772, -3.572, -4.726)  0.000
H (3.288, 0.543, -1.273)  -0.057
H (4.614, 3.888, 2.020)  -0.001
H (-0.871, 0.562, 3.056)  0.001
H (-4.961, 1.006, -0.439)  0.000
F (-0.553, 3.845, -2.511)  0.000
H (3.820, -6.324, 0.951)  0.000
H (3.468, -3.873, 6.944)  0.000
As (0.304, 2.428, -2.193)  0.004
C (4.338, -1.024, -2.948)  -0.001
C (2.107, 1.691, 4.000)  -0.013
H (5.114, -2.085, 1.421)  0.003
H (4.456, -0.473, 1.652)  0.004
O (-1.618, -3.654, 2.192)  -0.002
C (0.532, -2.851, 3.423)  0.019
H (4.840, -0.994, -3.911)  0.000
C (0.987, 3.992, 2.064)  0.001
H (-1.434, -0.882, -1.940)  -0.011
C (5.562, -3.576, -1.613)  0.001
Si (1.076, 2.131, 2.447)  -0.003
H (2.918, -1.416, 5.342)  0.000
C (1.982, -4.511, 4.360)  -0.006
C (2.894, -6.351, -1.911)  0.003
H (-0.507, -3.951, 1.030)  0.005
Si (2.455, -5.000, -0.646)  0.005
H (2.228, -5.551, 4.527)  0.000
C (0.881, -4.186, 3.589)  0.006
C (3.827, -3.683, -4.199)  -0.001
N (3.286, 2.442, 1.498)  -0.033
O (0.299, -3.845, 0.467)  0.023
N (-0.804, -1.338, 1.512)  -0.046
C (-2.005, -0.850, 1.074)  0.007
C (0.912, -3.609, -3.031)  0.001
H (0.461, -5.910, 0.631)  0.000
S (-1.120, -2.442, 2.850)  0.004
F (-0.389, 2.310, -0.541)  0.000
C (3.578, -5.268, 0.869)  0.014
C (4.705, 2.093, -0.842)  0.032
H (6.462, -3.241, -2.120)  0.000
H (5.959, 3.667, -0.073)  -0.001
H (1.606, -4.384, -3.301)  0.001
H (-0.466, -4.055, -4.604)  -0.001
H (-1.122, 2.198, 3.615)  0.002
H (0.267, -4.962, 3.156)  0.001
C (5.097, 3.043, 0.089)  -0.054
H (3.865, -6.193, -2.364)  0.000
H (2.951, -7.296, -1.379)  0.000
H (1.479, 1.815, 4.876)  -0.001
H (2.164, -6.485, -2.701)  0.000
H (3.098, -4.967, 1.797)  -0.008
C (4.344, 3.171, 1.259)  0.004
C (4.510, -1.309, 0.963)  0.022
H (4.998, -0.524, -2.246)  0.001
C (-0.239, -3.427, -3.756)  0.004
H (0.122, 4.431, 2.553)  0.000
F (1.127, 2.292, -3.684)  0.000
H (2.502, 0.680, 4.002)  0.008
C (1.638, 0.913, 0.953)  -0.407
H (4.197, -4.897, 5.711)  0.000
F (1.106, 0.672, -1.780)  -0.007
H (4.660, -3.186, 5.852)  0.000
C (-3.283, -1.130, 1.570)  -0.014
H (4.966, -0.987, 0.035)  0.000
C (1.259, -1.851, 4.059)  -0.015
Sb (2.486, -2.092, 0.683)  0.044
C (0.615, -5.113, -0.100)  -0.005
C (2.874, 1.514, 0.613)  -0.062
H (-2.033, -2.218, -3.870)  0.000
Si (4.040, -2.850, -2.496)  0.004
H (5.572, -4.661, -1.642)  0.000
H (1.868, 4.518, 2.418)  -0.001
H (2.948, 2.368, 4.101)  0.000
C (2.506, -3.108, -1.252)  0.035
C (-1.111, -2.420, -3.352)  0.005
C (-4.146, 0.454, -0.004)  -0.002
F (-0.984, 1.370, -2.740)  0.001
H (5.641, -3.269, -0.576)  0.000
H (-3.420, -1.844, 2.364)  0.000
H (3.606, -4.743, -4.176)  0.000
H (5.250, 1.992, -1.769)  0.000
Mo (0.361, -0.413, 0.138)  1.369
H (4.515, -4.728, 0.789)  -0.001

Calculated values
<S²> = 0.89
HOMO-LUMO gap (spin up / spin down) = 4.42 / 4.51 eV
LUMO level (spin up / spin down) = -8.94 / -8.73 eV
Net charge = +2
E_HOMO (spin up / spin down) = -13.4 / -13.2 eV
Multiplicity = 2



no.,E_tot (eV)
1,-46356.997
2,-166102.092